{
  "formula": "C6H10N2",
  "method": "wB97M-V/def2-TZVPD",
  "smiles": "C1C[C@H]2N[C@@H]2[C@H]2N[C@H]12",
  "e_homo_ev": -7.95,
  "e_above_lowest_ev": 6.0590,
  "multiplicity": 1,
  "lumo_ev": 0.989,
  "orbital_gap_ev": 8.941,
  "elements": ["C", "C", "C", "N", "C", "C", "N", "C", "H", "H", "H", "H", "H", "H", "H", "H", "H", "H"],
  "coordinates": [[1.244735, -0.863319, -0.136141], [1.300527, 0.710156, -0.469657], [0.211812, 1.292953, 0.333666], [-0.922238, 2.203282, 0.163424], [-1.124094, 0.758225, -0.075738], [-1.119464, -0.649660, 0.605559], [-1.203857, -2.038437, 0.263294], [-0.164455, -1.298048, -0.443076], [1.935768, -1.453408, -0.776382], [1.466663, -0.950617, 0.957726], [2.311584, 1.089267, -0.070356], [1.176576, 0.891937, -1.593960], [0.400855, 1.098603, 1.398366], [-1.190030, 2.505150, 1.187491], [-1.306980, 0.711860, -1.122893], [-0.605112, -0.589172, 1.616857], [-1.945201, -2.285638, -0.395465], [-0.467091, -1.133134, -1.442717]],
  "forces_ev_per_angstrom": [[0.319, -0.457, -0.205], [2.155, 0.279, -0.968], [-0.846, -0.687, 0.286], [-1.283, 1.185, 3.249], [-0.059, -0.261, 0.563], [1.686, 1.280, 0.718], [-0.905, -0.917, -0.160], [-0.348, 0.286, 2.121], [0.131, 0.681, 0.646], [0.067, -0.342, -1.009], [-1.208, -0.556, -1.085], [0.377, -0.167, 1.546], [-0.018, 0.062, -0.328], [0.601, -0.528, -2.606], [0.033, -0.315, -0.693], [-0.985, -0.021, -1.268], [0.296, -0.014, 0.173], [-0.013, 0.491, -0.979]]
}

{
  "formula": "C14H27ClILaN2O2P2",
  "method": "wB97M-V/def2-TZVPD",
  "e_homo_ev": [-11.89, -11.89],
  "multiplicity": 1,
  "lumo_ev": [-8.607, -8.607],
  "charge": 2,
  "orbital_gap_ev": [3.282, 3.282],
  "elements": ["C", "C", "H", "H", "H", "O", "I", "La", "P", "C", "C", "H", "H", "H", "H", "H", "H", "C", "H", "H", "H", "P", "C", "C", "H", "H", "H", "C", "H", "H", "H", "H", "H", "H", "Cl", "N", "C", "O", "C", "C", "C", "N", "C", "C", "H", "H", "H", "H", "H", "H"],
  "coordinates": [[0.340796, -0.623502, -5.231090], [-0.436498, -1.696135, -4.475286], [0.963460, -0.038262, -4.542030], [-0.385902, 0.057637, -5.679605], [0.976909, -1.042412, -6.017947], [-0.817919, -1.397978, -3.261531], [0.914245, -3.302653, -3.944907], [-0.229507, -0.731697, 0.432312], [2.484606, -0.916629, -0.409850], [3.739688, -0.123241, 0.657334], [3.023897, -2.663024, -0.453833], [4.062877, -2.725577, -0.804693], [4.108843, -0.457123, -2.153436], [2.372127, -3.225911, -1.137791], [2.486939, -0.840576, -2.837186], [3.772554, -0.624718, 1.632775], [2.950344, -3.087761, 0.556803], [3.026091, -0.309465, -2.040620], [4.727052, -0.178400, 0.174367], [2.792498, 0.761385, -2.101681], [3.457227, 0.927834, 0.809879], [-2.946599, -0.857858, -0.476231], [-4.319534, -0.206104, 0.535567], [-3.393533, -0.421571, -2.178609], [-2.653736, -3.181413, -1.142035], [-4.369505, -2.755737, -0.840819], [-3.262171, -3.039702, 0.541808], [-3.341210, -2.642423, -0.478475], [-2.610208, -0.794532, -2.868932], [-4.363545, -0.872269, -2.429280], [-5.276477, -0.572221, 0.136039], [-4.294823, 0.892199, 0.510854], [-3.448817, 0.670802, -2.262557], [-4.188938, -0.543717, 1.573565], [-1.776003, -2.294379, -5.573660], [1.193196, 4.403577, 5.358151], [0.334664, 3.329376, 5.321875], [-0.362077, 3.003321, 6.275621], [0.265661, 2.613607, 4.006233], [0.839744, 3.104022, 2.813523], [0.730942, 2.374274, 1.641961], [0.059460, 1.165822, 1.614691], [-0.508385, 0.680901, 2.777742], [-0.435773, 1.407392, 3.951594], [1.334059, 4.816204, 6.264026], [1.957191, 4.475160, 4.705334], [1.354618, 4.067145, 2.782845], [1.158176, 2.693611, 0.690154], [-1.051952, -0.294843, 2.747698], [-0.954753, 1.017565, 4.829337]],
  "forces_ev_per_angstrom": [[0.065, 0.099, -0.358], [0.060, 1.119, 1.655], [-0.123, -0.334, -0.003], [0.068, -0.018, -0.028], [-0.258, 0.107, 0.097], [-1.114, 1.265, 0.236], [1.384, -1.746, -0.268], [-0.633, -2.421, -1.970], [2.381, -0.307, -1.363], [-0.334, 0.138, 0.458], [-0.429, -0.209, 0.291], [-0.262, 0.078, 0.109], [-0.303, -0.015, 0.108], [0.235, 0.122, 0.100], [0.118, 0.087, 0.169], [0.124, 0.171, -0.152], [0.135, -0.067, -0.237], [-0.518, 0.287, -0.231], [-0.363, -0.014, 0.180], [0.152, -0.179, -0.155], [0.288, -0.198, -0.008], [-1.910, -0.315, -1.365], [0.382, 0.301, 0.371], [0.269, 0.398, -0.233], [-0.196, 0.046, 0.031], [0.216, -0.034, 0.093], [-0.152, -0.148, -0.208], [0.580, -0.165, 0.357], [-0.152, 0.069, 0.254], [0.181, 0.156, 0.198], [0.323, 0.116, 0.124], [-0.163, -0.292, 0.048], [-0.081, -0.202, -0.081], [-0.270, 0.126, -0.194], [0.151, -0.130, 0.204], [-0.452, -1.040, -0.362], [0.055, 1.166, 1.932], [0.662, -0.042, -1.637], [-0.045, -0.318, -1.231], [-0.097, -0.040, 0.224], [-0.865, -1.274, 0.238], [0.520, 2.053, 2.028], [0.754, 1.498, -0.572], [-0.526, -0.792, 0.315], [-0.009, 0.148, 0.185], [-0.040, 0.107, 0.165], [-0.192, -0.372, -0.029], [-0.147, 0.009, 0.325], [0.213, 0.707, 0.209], [0.321, 0.300, -0.022]]
}

{
  "formula": "C7H5NO",
  "method": "wB97M-V/def2-TZVPD",
  "smiles": "C1#Cc2cnoc2CC1",
  "e_homo_ev": -8.55,
  "e_above_lowest_ev": 4.6165,
  "multiplicity": 1,
  "lumo_ev": 0.186,
  "orbital_gap_ev": 8.739,
  "elements": ["C", "C", "C", "C", "N", "O", "C", "C", "C", "H", "H", "H", "H", "H"],
  "coordinates": [[0.212197, 0.636308, -1.744478], [-0.649059, -0.227126, -1.584196], [-0.963051, -0.829872, -0.353586], [-1.712521, -1.814751, 0.293903], [-1.405064, -1.827025, 1.558859], [-0.460617, -0.879084, 1.792905], [-0.173726, -0.265800, 0.651419], [0.804035, 0.874599, 0.534029], [1.245418, 1.260510, -0.943134], [-2.442450, -2.491854, -0.099337], [0.323964, 1.748035, 0.983624], [1.689642, 0.639740, 1.124580], [2.222771, 0.831652, -1.178843], [1.308461, 2.344669, -1.035746]],
  "forces_ev_per_angstrom": [[-2.001, -1.562, -0.377], [1.558, 1.846, -1.792], [0.919, 0.685, 1.276], [0.371, 0.384, 0.134], [-0.944, -1.227, 0.830], [0.560, 0.576, -0.005], [-0.753, -0.607, -0.956], [0.012, 0.008, 0.315], [0.330, -0.032, 0.356], [-0.176, -0.201, 0.022], [0.082, -0.006, 0.036], [-0.015, 0.103, 0.071], [0.001, 0.117, 0.056], [0.055, -0.084, 0.032]]
}

{
  "formula": "C14H29BCl5N5O4P",
  "method": "wB97M-V/def2-TZVPD",
  "e_homo_ev": -12.40,
  "multiplicity": 1,
  "lumo_ev": -3.169,
  "charge": 1,
  "orbital_gap_ev": 9.228,
  "elements": ["C", "O", "B", "O", "C", "N", "C", "N", "P", "O", "Cl", "N", "C", "C", "O", "N", "C", "C", "C", "C", "C", "N", "H", "H", "H", "H", "H", "H", "H", "H", "H", "H", "H", "H", "H", "H", "H", "H", "H", "H", "H", "H", "H", "Cl", "C", "C", "Cl", "H", "H", "H", "H", "Cl", "C", "C", "Cl", "H", "H", "H", "H"],
  "coordinates": [[2.424613, 2.312251, 1.587371], [2.835830, 0.955320, 1.840540], [1.840660, 0.038150, 1.610714], [1.294386, -0.639247, 2.662232], [1.316133, -0.264574, 0.136189], [0.504773, -1.521405, 0.096349], [0.689889, -2.090867, -1.141346], [0.166428, -3.243839, -1.477159], [-1.001796, -4.144828, -0.431189], [-0.122957, -4.288011, 0.920658], [-0.643371, -5.951967, -1.255614], [1.513185, -1.349704, -1.933305], [1.025906, -0.750549, -3.180625], [-0.176161, 0.190418, -3.105486], [-0.333160, 0.959185, -4.013982], [-1.027649, 0.083579, -1.989138], [-1.550787, 1.386817, -1.560280], [-2.081547, -0.923316, -2.198844], [2.348632, -0.582466, -0.954425], [3.269397, 0.486739, -1.507855], [4.512954, -0.097830, -2.156591], [4.559380, -1.073449, -2.959600], [2.341290, 2.518031, 0.515653], [1.453506, 2.509687, 2.046808], [3.174422, 2.979689, 1.999392], [0.425544, -0.973598, 2.386101], [0.713526, 0.595924, -0.173957], [0.873745, -2.153162, 0.810063], [0.440025, -3.608259, -2.383042], [-0.506219, -3.733526, 1.622527], [1.830287, -0.189878, -3.650545], [0.778049, -1.543031, -3.892775], [-2.491319, 1.635232, -2.055040], [-0.835105, 2.174800, -1.785613], [-1.717557, 1.390718, -0.482937], [-2.997482, -0.446780, -2.557859], [-2.314078, -1.429480, -1.260368], [-1.778606, -1.647736, -2.955438], [3.005976, -1.342859, -0.512323], [3.600477, 1.073674, -0.650098], [2.757471, 1.169825, -2.191316], [5.460986, 0.371539, -1.895830], [3.627345, -1.445627, -3.149549], [-5.053349, 3.368503, -2.105171], [-5.069412, 4.533478, -0.754041], [-3.726936, 5.187963, -0.559645], [-2.504454, 4.022448, 0.025048], [-5.385720, 4.001531, 0.139298], [-5.812869, 5.291575, -0.992938], [-3.802831, 5.974677, 0.188358], [-3.354539, 5.618327, -1.485255], [-2.299598, -1.728723, 7.005213], [-0.662591, -2.244101, 6.535896], [-0.216107, -1.597336, 5.251712], [-1.167026, -2.195720, 3.849760], [-0.661766, -3.328452, 6.458437], [0.013355, -1.949347, 7.336544], [0.826552, -1.832784, 5.051521], [-0.329731, -0.517626, 5.282799]],
  "forces_ev_per_angstrom": [[0.098, -0.029, -0.176], [-0.495, 0.044, -0.147], [0.629, 0.106, 0.224], [-0.248, 0.287, -0.510], [0.129, 0.352, -0.197], [0.982, -0.475, 0.131], [-0.016, 0.922, -0.168], [-0.097, -0.230, 0.053], [-0.354, 0.168, -0.025], [0.131, 0.364, -0.110], [0.094, 0.047, -0.109], [-0.274, 0.042, 0.011], [0.078, -0.623, -0.172], [-0.308, 0.069, -0.285], [0.230, 0.282, 0.127], [0.189, 0.112, -0.120], [-0.121, -0.032, 0.015], [-0.008, 0.073, 0.226], [0.122, -0.164, 0.445], [-0.052, 0.049, 0.189], [-0.090, -0.088, -0.300], [-0.042, 0.100, 0.105], [0.023, -0.070, -0.005], [0.091, 0.101, 0.105], [0.000, -0.051, 0.118], [0.097, -0.298, 0.568], [-0.304, -0.226, -0.104], [-0.533, -0.125, 0.092], [0.022, -0.154, 0.112], [-0.040, -0.290, 0.156], [0.043, -0.037, 0.023], [0.008, -0.027, 0.018], [0.012, 0.072, -0.006], [0.037, -0.041, -0.039], [-0.071, -0.194, -0.001], [0.046, 0.020, -0.084], [0.005, -0.073, -0.039], [0.025, -0.106, 0.108], [0.063, -0.011, -0.144], [-0.080, 0.076, -0.015], [0.022, 0.061, 0.015], [-0.030, 0.079, 0.003], [0.056, -0.099, 0.007], [0.003, -0.026, 0.006], [-0.056, 0.029, 0.035], [-0.049, 0.115, -0.022], [0.023, 0.113, 0.065], [0.024, -0.030, -0.012], [0.023, 0.007, -0.041], [-0.005, -0.047, 0.041], [0.022, -0.059, -0.016], [0.000, -0.015, -0.020], [-0.068, -0.041, 0.032], [0.299, 0.025, 0.184], [-0.157, -0.036, -0.208], [-0.016, 0.004, -0.012], [0.015, 0.038, -0.026], [-0.025, -0.048, -0.046], [-0.101, -0.013, -0.058]]
}

E per entry: -9358.3780, -62075.1659, -10872.3833, -103203.6340 eV
F_max per entry: 3.69, 3.18, 3.01, 1.10 eV/Å